(1)
Molecular formula: C4H11NO
Method: DFT, ωB97M-V with the def2-TZVPD basis set

Output
HOMO level (spin up / spin down)	1.134 / -2.126	eV
spin multiplicity	2
charge	-1
expectation value of S²	0.75

```
17
C4H11NO, DFT ωB97M-V with the def2-TZVPD basis set
C -2.47309 -1.69718 1.72311
C -2.34580 -1.44634 0.23040
C -1.61704 -2.25917 -0.63635
H -1.50970 -1.90023 2.21891
H -3.14780 -2.54161 1.88016
H -2.94966 -0.83519 2.19824
H -2.63791 -0.43039 -0.06756
H -1.89427 -2.38278 -1.67981
H -0.71266 -2.81821 -0.34642
N 1.52588 2.57956 -1.19122
C 2.07549 1.30602 -0.82486
O 2.24943 1.06239 0.58759
H 2.22926 3.25434 -1.41266
H 0.85485 2.86739 -0.49493
H 2.98591 1.12852 -1.39935
H 1.36670 0.50430 -1.06201
H 3.11398 1.38496 0.80734
```

***

(2)
Molecular formula: C16H30N2O2
Method: DFT, ωB97M-V with the def2-TZVPD basis set

Output
HOMO level	-8.102	eV
spin multiplicity	1
SMILES string	CCN(CC)C(=O)CN[C@H]1C[C@@H]2CC[C@@]1(C)OC2(C)C

```
50
C16H30N2O2, DFT ωB97M-V with the def2-TZVPD basis set
O -0.74959 1.46740 -2.32690
O -0.19859 -2.14697 1.42202
C -0.22991 2.20018 -1.48642
N 1.02511 2.87026 -1.76997
N -0.85745 0.88800 0.64228
C -0.88041 2.23990 -0.03801
C 2.34716 3.77477 0.27672
C 0.94077 3.49867 -4.20728
C 1.50150 -0.96427 0.11084
C -2.28846 -2.57003 2.36998
C -0.34729 -3.86058 3.32912
C 1.52257 4.08799 -1.07416
C 1.51758 2.74180 -3.14727
C 1.10128 -1.24874 3.89407
C -0.86328 0.09568 2.90090
C 1.82285 -1.24556 2.53451
C 0.01921 0.29759 1.65112
C -0.42536 -1.21036 3.63445
C 0.72869 -1.05570 1.42977
C -0.81338 -2.48852 2.67373
H -1.43263 0.17091 0.21587
H -1.89196 2.53863 -0.20984
H -0.57692 3.01854 0.57606
H 1.67106 3.30027 1.06501
H 3.13368 3.02993 0.10302
H 2.87478 4.68399 0.67880
H 1.51459 3.38938 -5.11823
H -0.14036 3.17460 -4.49082
H 0.80439 4.52037 -3.90063
H 0.84165 -1.11025 -0.77244
H 1.99070 -0.00595 0.07609
H 2.37402 -1.65712 -0.03482
H -2.63855 -1.63976 1.79151
H -2.75451 -2.75561 3.30409
H -2.32805 -3.42099 1.71862
H 0.70988 -4.02865 3.22118
H -0.90857 -4.65856 2.81579
H -0.57857 -3.99486 4.40961
H 2.21377 4.64848 -1.71944
H 0.69016 4.82745 -0.94483
H 2.55613 2.98583 -3.21772
H 1.50667 1.67130 -3.45975
H 1.34842 -0.37064 4.46636
H 1.37678 -2.09199 4.49903
H -0.67746 0.87452 3.63268
H -1.94020 0.18137 2.56366
H 2.70194 -0.60676 2.61383
H 2.24887 -2.20121 2.27530
H 0.69141 1.18276 1.77980
H -0.86216 -1.38435 4.67911
```

***

(3)
Molecular formula: C9H14N4O2
Method: DFT, ωB97M-V with the def2-TZVPD basis set

Output
HOMO level (spin up / spin down)	-4.357 / -8.813	eV
spin multiplicity	3
expectation value of S²	2.04

```
29
C9H14N4O2, DFT ωB97M-V with the def2-TZVPD basis set
C 2.54123 0.21122 1.84940
C 1.47530 0.45838 2.83979
C 1.91839 -0.10811 0.65735
C -0.72734 0.42760 -1.17263
C -0.19891 -0.69859 -0.21341
C 1.68459 0.88523 4.27170
C -3.29991 1.04642 -3.28928
C 0.95674 -2.80711 -0.62845
C -2.84462 1.49137 -1.87213
N 0.31066 0.13000 2.29742
N 0.60085 -0.14131 1.00266
N 2.07922 -0.65119 -0.64094
N 0.75765 -1.41646 -0.95918
O -0.01706 1.12975 -1.86469
O -2.10523 0.50121 -1.03208
H 3.60792 0.55556 1.78296
H -1.11293 -1.24877 0.06608
H 0.84890 1.39193 4.56085
H 1.86405 0.14211 5.03172
H 2.58169 1.62372 4.22616
H -4.22613 0.51258 -3.17334
H -3.41107 1.88589 -4.03663
H -2.53464 0.22008 -3.65400
H 1.36631 -3.34745 -1.45878
H 1.60758 -3.00709 0.33879
H -0.04718 -3.26137 -0.30993
H -3.65768 1.74549 -1.20054
H -2.12445 2.32122 -2.09868
H 2.10606 0.00772 -1.32019
```

***

no.,E_tot (Eh)
1,-288.8719
2,-887.5626
3,-720.5585